1.
# C3H6N2O

A structure of composition C3H6N2O at a distorted geometry (ωB97M-V with the def2-TZVPD basis set, the OMol25 dataset).

Values from the calculation:
- maximum force (eV/Å) = 3.73
- relative energy (zero: lowest compared OMol25 entry of this formula, charge and spin) (kcal/mol) = 92.7
- calculated total energy (Ha) = -302.54539
- orbital gap (eV) = 9.5
- LUMO level (eV) = 0.7

Atoms and positions in Å:
H (0.45492, -1.81215, 0.23821)
N (0.66105, 0.21149, -0.35976)
C (-1.62448, -0.05607, -0.20987)
H (2.53261, 0.75889, -0.11707)
N (1.82964, 0.29085, 0.44968)
H (-1.87304, 0.01222, -1.26282)
C (-0.59572, 0.82630, 0.28542)
H (-2.47863, -0.21306, 0.44127)
C (0.12025, -1.06305, -0.47945)
O (-0.47945, 1.52785, 1.25847)
H (-0.15821, -1.41006, -1.46589)
H (1.61105, 0.92680, 1.22179)

Atomic partial charges in e from the Löwdin method, atoms 1 to 5: 0.099, -0.206, 0.053, 0.078, 0.045

2.
# C42H45N6PtSSb

A structure of composition C42H45N6PtSSb at a distorted geometry (ωB97M-V with the def2-TZVPD basis set, the OMol25 dataset).

Values from the calculation:
- maximum force (eV/Å) = 2.38
- calculated total energy (Ha) = -2713.32488
- orbital gap (eV) = 6.4
- LUMO level (eV) = -5.7
- charge = +2

Atoms and positions in Å:
H (3.27818, -1.73311, 4.70849)
H (0.12311, -4.00936, -0.46734)
H (4.83335, -4.10841, 2.27392)
H (1.39674, -3.65766, 1.03389)
H (2.53873, -5.27108, 4.01138)
C (0.71522, 2.96791, -5.06003)
C (4.55746, -3.65771, 3.22360)
N (3.12984, 2.17609, -1.32649)
C (0.02465, -3.25492, -1.22612)
C (-3.49469, 2.27375, -0.15012)
N (1.47819, 1.65460, -3.42019)
H (-0.48579, 7.00893, -1.26933)
C (-0.32178, 6.58737, 2.08153)
C (1.91718, -2.71839, 1.04228)
C (-0.92529, -2.38510, -3.20089)
H (2.53179, -5.20194, 2.25896)
C (-1.70884, -4.67641, -2.45114)
H (-1.17175, 1.26119, 6.00929)
C (-4.65033, 1.47838, -2.08553)
H (0.05431, 0.91793, -4.86726)
Pt (1.90719, 0.49399, -1.69193)
N (1.60877, 3.68798, -4.31973)
H (-4.68262, 3.28604, 1.32619)
H (-1.62539, -1.13561, 5.65580)
H (-2.11594, -6.57808, -1.54774)
H (1.20422, -4.47794, 3.19478)
C (0.80369, -2.09037, -1.10739)
C (-0.53762, 6.51797, -0.30912)
H (-0.26128, -5.54220, -3.81080)
C (-1.49580, -5.70991, -1.34555)
H (4.91895, 4.72906, -0.29647)
H (-0.16433, -0.51190, -3.80775)
H (4.78847, -4.36024, 4.01791)
H (-6.75059, 1.86192, -2.13632)
H (-3.80476, -5.16710, -2.56868)
H (1.89738, 4.63599, -4.50549)
C (1.69200, -1.83066, -0.02356)
C (2.68254, -2.62634, 4.54846)
H (-1.59333, -2.43502, -4.04379)
C (0.65184, 1.72698, -4.50430)
H (-1.11116, 2.80567, 4.09840)
H (-2.02385, -0.44602, 1.45483)
C (4.28897, 4.00608, -0.77267)
C (-0.71819, 5.26061, 2.16651)
C (2.27730, -4.65017, 3.15989)
C (3.17704, -0.33432, 0.92729)
C (-5.83660, 1.97675, -1.57464)
N (0.74254, -1.10341, -2.05740)
H (3.69993, 0.60260, 0.87280)
H (-0.09541, 7.13441, 2.98376)
H (-1.17100, 4.63808, -1.13395)
H (-3.42440, -3.61756, -3.29803)
C (-4.67235, 2.77732, 0.37210)
C (-1.55259, 1.25984, 2.66817)
H (-1.78632, -5.31763, -0.37394)
C (-1.60526, -0.46128, 4.81410)
H (4.10662, -0.84431, 2.74958)
C (-1.82637, -0.08141, 2.45611)
C (-3.47385, 1.62132, -1.37198)
C (-5.84690, 2.62112, -0.34761)
H (-0.78853, 4.78246, 3.13275)
S (-0.23397, 1.83101, -0.85410)
H (4.35309, 2.22565, 0.45270)
C (-0.22988, 7.21341, 0.84974)
C (3.40992, -1.16077, 1.99293)
C (-0.12060, -1.28517, -3.06440)
H (-2.54344, 1.23356, -1.76614)
H (-3.46862, -3.78374, -1.54172)
H (0.07814, 8.24583, 0.78945)
C (3.05658, -3.33789, 3.24137)
Sb (-1.62508, 2.50978, 0.90467)
C (2.77029, -2.41707, 2.07746)
C (-1.31131, 1.75643, 3.93600)
C (-3.19050, -4.27806, -2.46911)
H (2.84966, -3.29317, 5.38813)
H (-0.46174, -6.04266, -1.31338)
C (-1.34113, 0.88348, 5.01287)
C (2.05896, 2.86861, -3.33138)
C (-0.93321, 5.19502, -0.23465)
H (-2.08406, -1.98643, 3.38715)
H (-1.54073, -4.64910, -4.62879)
C (-1.85230, -0.94351, 3.53858)
H (0.19693, 3.37761, -5.90268)
H (-1.87854, -6.23104, -3.93444)
N (2.34226, -0.62224, -0.08030)
H (5.16081, -2.76692, 3.36816)
H (-6.77193, 3.00655, 0.05141)
C (3.98257, 2.72919, -0.41444)
C (-0.85778, -3.44047, -2.26512)
H (3.67602, 5.11271, -2.47346)
N (3.62428, 4.25900, -1.93933)
C (2.93318, 3.13207, -2.25894)
H (-4.63525, 0.97967, -3.04266)
C (-1.32260, -5.30933, -3.79504)
C (-1.02475, 4.57755, 1.00409)
H (1.63140, -2.34633, 4.54589)

Atomic partial charges in e from the Löwdin method, atoms 1 to 5: 0.083, 0.105, 0.097, 0.105, 0.096

3.
# CH2NO2

A cluster of 2 separate species, CH2NO2 in total at a distorted geometry (ωB97M-V with the def2-TZVPD basis set, the OMol25 dataset).

Values from the calculation:
- maximum force (eV/Å) = 1.03
- relative energy (zero: lowest compared OMol25 entry of this formula, charge and spin) (kcal/mol) = 50.0
- calculated total energy (Ha) = -244.53766
- orbital gap (eV) = 5.6
- LUMO level (eV) = 4.0
- charge = -1

Atoms and positions in Å:
N (1.46061, 0.54524, 0.05559)
H (1.55556, -0.21319, 0.75507)
O (-1.37921, -1.26795, 0.06093)
O (-1.72082, 1.01670, -0.05006)
C (-1.34081, -0.09368, 0.00953)
H (1.42466, 0.01288, -0.83107)

Atomic partial charges in e from the Löwdin method, atoms 1 to 5: -0.258, -0.214, 0.100, 0.102, -0.514

4.
# C45H96N2O18

A cluster of 9 separate species, C45H96N2O18 in total at a distorted geometry (ωB97M-V with the def2-TZVPD basis set, the OMol25 dataset).

Values from the calculation:
- maximum force (eV/Å) = 5.60
- calculated total energy (Ha) = -3235.43068
- orbital gap (eV) = 9.1
- structure (SMILES) = O=C(CC[C@H]1CCC(=O)N1)Nc1ccccc1.COCCOC.COCCOC.COCCOC.COCCOC.COCCOC.COCCOC.COCCOC.COCCOC
- LUMO level (eV) = 0.3

Atoms and positions in Å:
H (7.35651, 10.12031, 3.42477)
C (-2.06537, -3.24583, 2.76163)
O (-2.66781, -7.05559, -8.89338)
O (-0.20600, -1.82566, 3.46885)
C (2.70711, 6.46402, 3.30604)
C (-0.85496, -4.45193, -9.38620)
H (7.35155, 14.23616, 5.72492)
O (0.27857, -0.59725, 7.32001)
H (1.92085, -9.71655, -6.09531)
H (-7.64618, -2.68870, -1.97218)
C (2.68236, 1.44000, 7.93252)
C (-4.53694, 0.08814, -2.21733)
H (3.76646, 11.67268, 4.43228)
C (2.32547, -0.79276, 8.63384)
H (3.01422, -1.53937, 9.04174)
C (-1.17721, -1.74099, -1.92514)
H (-8.11514, 3.49282, 4.40684)
H (0.92701, -10.00628, -4.65723)
H (3.10313, 1.99662, 7.09347)
H (-0.27229, -0.35816, -3.65749)
C (5.18162, 4.58036, 2.26454)
H (4.78758, 1.51801, -3.13096)
C (1.25264, -1.50935, 7.81922)
O (7.10727, 13.45455, 3.83003)
H (-5.70800, -0.39982, 4.54536)
H (-6.91247, 3.58086, 5.71270)
H (-2.42100, -3.35682, 3.85789)
H (0.15873, -1.05889, 5.30814)
C (0.10792, -5.83343, -0.19726)
H (0.23484, -6.28855, -3.52393)
H (4.09819, 10.95803, 2.83861)
C (-3.29669, -6.68780, -10.11381)
O (-0.57052, -8.19158, -3.60115)
H (4.53816, 4.81292, -1.07264)
H (2.61906, 3.29894, -0.91134)
C (0.50596, -0.25018, 5.95671)
O (-0.03787, -9.18035, -6.32538)
H (-2.94604, -3.25627, 2.03612)
C (7.72845, 12.17179, 3.91852)
C (-0.69248, 0.63623, -0.03082)
H (-7.62184, 1.47695, 3.01350)
H (-3.45722, 0.69152, 4.75667)
O (-4.56921, -1.32113, -2.02966)
H (-2.60323, -6.21210, -10.81125)
H (3.06580, 1.86498, 8.86589)
C (3.72716, 1.25643, -3.10696)
H (-2.50084, -8.20851, -4.24296)
H (-2.04601, -2.80708, -0.03889)
H (1.70385, 6.36636, 3.73313)
C (4.18825, 4.30051, -1.97443)
H (1.56065, -0.04791, 5.75508)
H (-0.13626, -3.91800, -8.75569)
H (2.83502, 4.34714, 2.82677)
C (-0.30481, 0.75322, -1.54042)
H (-4.80682, 1.61667, 5.47312)
H (5.02657, 3.54961, 1.92952)
H (-1.34464, -8.12908, -10.09688)
H (5.15997, 4.61613, 3.35614)
H (2.16816, 5.36767, 1.54382)
H (-5.53311, -2.56385, -0.73641)
H (5.13499, 5.23671, -4.40941)
H (0.91604, -7.33843, -4.80176)
H (-2.07211, -9.20879, -6.43806)
H (-0.56517, -4.76419, 3.51421)
O (5.34239, 4.00957, -2.76040)
C (-7.17658, 3.07363, 4.78334)
H (-6.30373, -3.15230, -3.02818)
O (-0.26724, -5.65207, -9.87081)
H (1.59494, 1.54187, 7.90498)
H (-0.27899, -6.26513, -7.87835)
H (-4.32139, 0.57982, -1.26315)
H (0.16797, 1.74225, -1.88985)
C (-1.50969, -5.69229, 1.72180)
C (-0.96092, -4.39118, 2.49793)
C (-2.43777, -5.52163, 0.42217)
C (-1.30097, -9.27231, -5.66377)
H (0.76515, -11.06708, -6.08510)
C (-1.39623, -7.67494, -9.10121)
O (4.19986, 5.42471, 1.67662)
H (0.69489, -7.22154, -9.00417)
O (-7.35330, 1.69205, 5.06918)
H (3.57597, 0.40411, -2.43685)
H (-6.25554, -0.95262, -0.86190)
H (-1.36587, -2.59825, -2.66557)
C (-0.25333, -6.68743, -8.88942)
C (0.53383, -7.31039, -3.77847)
H (1.88224, -0.25018, 9.47610)
H (-1.64472, -6.52591, -1.51106)
H (0.63735, -5.98989, 1.68619)
C (-6.47357, -1.32351, -4.61401)
O (5.65293, 10.91835, 4.19904)
H (-1.30792, -8.47659, -8.36300)
C (-7.33580, 0.88657, 3.89082)
H (4.75754, 12.56312, 3.26328)
H (6.53854, 11.25745, 2.34338)
C (-4.18512, 1.49121, 4.58381)
H (-6.63118, -0.36893, -5.11834)
H (2.76132, 7.43357, 2.79767)
C (-1.33931, -0.66312, 0.58795)
C (6.81528, 11.07119, 3.38730)
H (-3.15007, -6.41214, 0.24833)
O (-7.18579, -1.29854, -3.38336)
H (-6.86245, -2.12658, -5.24865)
H (-1.76809, -4.64269, -8.81735)
C (-5.79009, -1.76144, -1.43604)
C (-0.54594, -0.44080, -2.54376)
H (4.40306, 8.32505, 4.47271)
H (-1.40690, -10.24143, -5.16424)
H (3.41837, 0.97122, -4.11417)
H (-3.13132, -4.61890, 0.34921)
N (-1.69551, -0.62969, 2.02088)
H (-1.37844, -4.76040, -1.51925)
H (3.51684, 4.98329, -2.50777)
H (1.33001, -7.62037, -3.10051)
C (4.51582, 11.56886, 3.64592)
H (0.72572, -2.20962, 8.47564)
H (-6.38102, 3.24863, 4.05529)
H (-1.43767, -7.15424, -5.18684)
H (1.69834, -2.08781, 7.00191)
H (4.12042, 2.36498, -0.98709)
H (-2.71403, -0.47960, 2.13720)
H (6.16356, 4.91609, 1.92685)
C (-1.40597, -5.64737, -0.79602)
C (-5.97589, 0.22599, 3.68629)
H (8.03914, 11.96193, 4.94783)
C (6.55260, 13.87400, 5.06995)
C (-1.25431, -1.83317, 2.75008)
C (4.71966, 7.30687, 4.22523)
C (5.10707, 4.17254, -4.15297)
C (-6.75282, -2.31447, -2.48257)
O (3.62678, 6.41128, 4.39332)
C (-1.57109, -1.83582, -0.39139)
C (3.45978, 3.02685, -1.55760)
C (0.93768, -10.03958, -5.74905)
H (5.11537, 7.28527, 3.20695)
H (5.86113, 14.69461, 4.87160)
H (5.51365, 7.00883, 4.91172)
H (-0.52329, 1.53819, 0.64114)
H (-5.40051, -1.46396, -4.46433)
H (-0.06834, 0.65099, 5.73380)
H (-3.73481, -7.57509, -10.58220)
H (-0.06132, -3.93718, 1.94533)
H (6.00454, 13.07313, 5.57181)
H (-1.10515, -3.82460, -10.24327)
O (2.91211, 2.34291, -2.68613)
O (-4.95862, 1.19136, 3.42700)
H (-2.01302, -6.51530, 2.33446)
H (8.62931, 12.21056, 3.29823)
H (-6.03166, -0.42193, 2.80520)
H (5.90240, 3.65893, -4.69548)
C (-1.50040, -8.12396, -4.67963)
H (-8.08910, 0.10453, 4.02816)
H (-4.09551, -5.98052, -9.88397)
H (-3.64741, 2.42310, 4.40299)
O (3.10103, 0.08648, 7.81876)
H (-3.73475, 0.31802, -2.92039)
C (2.93235, 5.31664, 2.32606)
O (1.23546, -5.64866, -0.75644)
N (-0.21683, -6.28566, 1.18720)
H (4.14796, 3.74851, -4.45951)
H (-5.47497, 0.47447, -2.62328)

Atomic partial charges in e from the Löwdin method, atoms 1 to 5: 0.123, -0.092, -0.198, 0.018, -0.199

5.
# C2H9NS2

A cluster of 2 separate species, C2H9NS2 in total at a distorted geometry (ωB97M-V with the def2-TZVPD basis set, the OMol25 dataset).

Values from the calculation:
- maximum force (eV/Å) = 2.42
- relative energy (zero: lowest compared OMol25 entry of this formula, charge and spin) (kcal/mol) = 22.0
- calculated total energy (Ha) = -932.68898
- orbital gap (eV) = 9.0
- structure (SMILES) = CNC.SS
- LUMO level (eV) = 0.2

Atoms and positions in Å:
H (-1.36916, 0.23663, -0.27333)
C (-1.78136, 0.82325, 2.24285)
H (-2.96126, -0.49166, -0.65783)
H (-0.82310, 1.07734, 1.75389)
H (-2.84812, 1.22233, -0.19661)
H (-2.26704, -0.96345, 1.61138)
S (1.70520, -0.62304, 0.07611)
H (-2.27803, 1.80787, 2.26922)
H (-1.75816, 0.45435, 3.25741)
C (-2.44681, 0.22154, -0.02876)
H (1.64980, 0.56900, 0.67091)
N (-2.59527, -0.03504, 1.38274)
H (0.58735, -0.56599, -2.27396)
S (1.75391, 0.01073, -1.89883)

Atomic partial charges in e from the Löwdin method, atoms 1 to 5: 0.046, -0.148, 0.074, 0.057, 0.080